(1)
Computed, not measured: a molecular structure, AlN4O12 at a distorted geometry, with wB97M-V/def2-TZVPD.

Structure (XYZ):
```
17
Properties=species:S:1:pos:R:3
Al -0.52526 0.33791 1.10571
N 1.07449 -1.70679 -2.11054
O 1.19744 -1.02239 -3.09679
O 0.59861 -1.16607 -1.15715
O 0.72126 -2.91060 -2.20014
N -0.74975 -3.82590 0.89940
O -0.46586 -2.62325 1.10511
O -0.80332 -4.71095 1.74024
O -1.00535 -4.15577 -0.25651
N 1.32670 2.34434 -2.06022
O 0.94456 1.83133 -1.03290
O 1.13580 1.71304 -3.09061
O 1.91899 3.45438 -2.02114
N -1.36799 3.12168 3.05045
O -1.64884 4.06977 3.77312
O -1.05191 3.29855 1.89483
O -1.29960 1.95069 3.45714
```

## Properties
charge = -1
largest force on an atom = 6.7 eV Å⁻¹
E_LUMO = -3.77 eV
frontier orbital gap = 2.298 eV

(2)
Computed, not measured: a molecular structure, ArH18O9 at a distorted geometry, with wB97M-V/def2-TZVPD.

Structure (XYZ):
```
28
Properties=species:S:1:pos:R:3
Ar -0.47924 1.20012 -0.23136
O 1.12602 -1.36982 -3.21198
H 0.17017 -1.35144 -3.16452
H 1.34943 -0.66855 -3.82398
O -2.40530 -0.58577 1.47051
H -2.43053 -0.93346 0.57905
H -3.24339 -0.84539 1.85317
O -1.54859 -0.98967 -3.11083
H -1.78057 -1.32714 -2.24565
H -2.05532 -0.18222 -3.19725
O 1.85637 -2.19410 -0.52628
H 1.02925 -2.27691 -0.05168
H 1.59927 -2.11879 -1.44523
O -2.99144 2.21432 1.79244
H -2.11386 2.59592 1.77053
H -2.85356 1.28478 1.61037
O -0.05666 -1.90108 1.80526
H 0.54254 -1.15468 1.79645
H -0.92505 -1.51057 1.90340
O -0.63733 3.56164 1.73046
H 0.28966 3.47498 1.50816
H -1.03346 3.96135 0.95615
O 3.00311 0.53070 -0.88544
H 2.57962 -0.28581 -0.62050
H 3.66520 0.26199 -1.52236
O 2.14101 -0.03457 1.79673
H 2.33408 0.54538 1.06011
H 2.86855 0.09879 2.40428
```

## Properties
largest force on an atom = 1.0 eV Å⁻¹
E_LUMO = -0.29 eV
frontier orbital gap = 10.382 eV

(3)
Computed, not measured: a molecular structure, ArH22O11 at a distorted geometry, with wB97M-V/def2-TZVPD.

Structure (XYZ):
```
34
Properties=species:S:1:pos:R:3
Ar -0.33620 0.32403 0.23463
O 2.80496 2.03812 2.97252
H 1.96399 2.26191 2.57387
H 2.66754 2.16700 3.91100
O 3.42095 -2.21931 -0.14308
H 2.67189 -2.16804 0.45063
H 3.06254 -1.99421 -1.00163
O -3.34912 -1.69701 1.71700
H -3.76537 -2.46482 1.32530
H -2.60026 -2.04921 2.19805
O 1.43487 -2.36293 1.75769
H 1.98083 -1.85627 2.35891
H 0.54459 -2.25348 2.09182
O -0.38748 -0.25523 -3.62807
H -1.15474 -0.78298 -3.40666
H 0.33627 -0.67840 -3.16618
O 1.78876 -1.33699 -2.32285
H 2.20875 -0.47968 -2.25313
H 2.09123 -1.68489 -3.16173
O -3.51951 1.30046 1.44780
H -3.44098 0.34752 1.49222
H -2.95231 1.62095 2.14908
O -1.43256 1.85636 -2.27586
H -2.08915 2.11676 -2.92187
H -0.94203 1.15358 -2.70211
O 0.21212 3.57118 -0.44927
H 0.91216 3.67551 -1.09369
H -0.39949 2.95773 -0.85651
O 0.29718 3.11260 2.13921
H -0.57172 2.89307 2.47543
H 0.17050 3.21592 1.19607
O -0.52856 -3.75907 -0.80701
H 0.14040 -3.08299 -0.91482
H -1.24007 -3.48728 -1.38678
```

## Properties
largest force on an atom = 1.1 eV Å⁻¹
E_LUMO = -0.27 eV
frontier orbital gap = 10.368 eV

(4)
Computed, not measured: a molecular structure, As5F30Sr at a distorted geometry, with wB97M-V/def2-TZVPD.

Structure (XYZ):
```
36
Properties=species:S:1:pos:R:3
Sr -0.27776 0.05907 0.26120
As 0.84850 -0.07345 -3.73448
F 1.51314 -0.34214 -5.38040
F 0.29390 -1.73288 -3.55267
F 0.22736 0.34365 -2.09557
F 1.42114 1.61611 -3.85654
F -0.76074 0.36462 -4.39681
F 2.40773 -0.60374 -2.96056
As -2.30377 -2.52985 -0.64511
F -1.90906 -4.09854 0.11034
F -2.41756 -3.36246 -2.27246
F -2.52974 -0.88225 -1.28770
F -1.95230 -1.76917 0.96613
F -0.53748 -2.26957 -0.89203
F -4.03754 -2.71291 -0.26117
As 1.90492 -2.07756 2.19479
F 3.24834 -3.18627 1.70324
F 1.78603 -1.35530 0.53649
F 0.46941 -1.04867 2.57238
F 2.11228 -2.67823 3.92077
F 3.12024 -0.72491 2.55464
F 0.73861 -3.49033 1.76741
As -2.89539 2.11262 1.19609
F -2.07061 1.60933 -0.30431
F -4.06364 3.11443 0.24091
F -3.51481 2.47696 2.78417
F -1.69237 1.02743 2.04107
F -1.68236 3.49927 1.35099
F -4.10112 0.78698 1.16253
As 2.40168 2.55690 0.90715
F 1.62956 4.05787 1.57795
F 1.09366 1.52052 1.55105
F 3.12731 1.06259 0.20516
F 3.71771 3.58265 0.19918
F 3.32065 2.45095 2.39318
F 1.36392 2.69611 -0.55697
```

## Properties
charge = -3
largest force on an atom = 3.2 eV Å⁻¹
E_LUMO = 6.63 eV
frontier orbital gap = 11.965 eV

(5)
Computed, not measured: a molecular structure, AsF6H16O8 at a distorted geometry, with wB97M-V/def2-TZVPD.

Structure (XYZ):
```
31
Properties=species:S:1:pos:R:3
As -8.53275 -3.99289 -8.64623
F -9.15139 -2.94588 -9.95456
F -6.88685 -3.94976 -9.36299
F -7.92666 -5.29896 -7.52162
F -10.07503 -4.00280 -7.77261
F -8.99029 -5.34998 -9.70466
F -8.04329 -2.53966 -7.68971
O -7.35497 -5.99776 -4.99648
H -7.70618 -5.68487 -5.83014
H -7.47780 -5.26427 -4.39388
O -11.79386 -3.04785 -10.18153
H -10.88622 -3.24873 -9.95333
H -11.78108 -2.12195 -10.42394
O -9.57743 -7.83790 -10.44847
H -8.78177 -8.36788 -10.40084
H -9.28755 -6.95032 -10.23772
O -12.51899 -3.86673 -6.23928
H -11.57377 -3.96081 -6.35729
H -12.68852 -2.93708 -6.39169
O -9.71742 -0.50624 -6.71180
H -9.08816 -0.86240 -7.33903
H -10.13549 0.21862 -7.17658
O -9.19722 -4.49972 -12.72739
H -8.47250 -4.40038 -12.11003
H -8.92246 -4.00782 -13.50119
O -9.13298 -2.35989 -4.89586
H -9.90569 -1.96023 -5.29513
H -8.42266 -2.17523 -5.51034
O -5.39989 -5.73539 -9.98302
H -5.91314 -5.04868 -9.55731
H -4.82919 -5.26611 -10.59156
```

## Properties
charge = -1
largest force on an atom = 2.5 eV Å⁻¹
E_LUMO = 2.31 eV
frontier orbital gap = 10.304 eV

(6)
Computed, not measured: a molecular structure, AsF6H26O13 at a distorted geometry, with wB97M-V/def2-TZVPD.

Structure (XYZ):
```
46
Properties=species:S:1:pos:R:3
As 0.01820 -0.33233 -0.13725
F 1.29636 0.94414 -0.08352
F -0.37764 0.17591 -1.78928
F -1.26132 -1.61750 -0.24295
F 0.33700 -0.75536 1.56931
F -1.17946 0.83837 0.47628
F 1.17743 -1.56806 -0.76741
O -3.08074 -1.35222 2.11337
H -3.39554 -1.89725 2.83453
H -3.87609 -1.00032 1.71360
O -1.91699 -4.31207 1.10633
H -1.85524 -4.86949 0.33064
H -1.64601 -3.44604 0.80170
O -3.24494 -2.13567 -1.60145
H -3.72968 -1.31983 -1.72664
H -2.39297 -1.85923 -1.26388
O 0.11483 -3.28212 -2.63092
H 0.63893 -2.98073 -1.88882
H 0.29505 -2.64828 -3.32519
O 2.30754 3.36662 -0.28474
H 2.07780 3.88695 -1.05462
H 1.96961 2.49188 -0.47671
O 0.71008 -0.39977 -4.07476
H 0.07805 -0.36503 -4.79279
H 0.21510 -0.11781 -3.30552
O -2.06859 1.37192 2.99675
H -2.35410 0.69085 2.38776
H -1.18276 1.59414 2.71013
O 3.56967 1.95483 2.20777
H 3.14980 2.02492 1.35044
H 3.60971 1.01395 2.37919
O -1.39758 3.81471 1.00076
H -1.38419 2.95918 1.42985
H -2.31354 3.94602 0.75580
O -1.71042 2.39116 -2.54602
H -1.18522 2.13866 -1.78665
H -1.08350 2.78977 -3.14960
O 3.22918 -1.58951 1.99483
H 2.59357 -1.87831 1.33998
H 2.93644 -1.99756 2.80971
O 0.69562 1.99950 2.81990
H 1.36401 2.10960 2.14361
H 0.58071 2.87534 3.18859
O 3.53352 -1.00830 -1.95698
H 3.52290 -1.90782 -1.62991
H 2.61541 -0.73781 -1.94522
```

## Properties
⟨S²⟩ = 0.76
largest force on an atom = 2.5 eV Å⁻¹
E_LUMO (spin up / spin down) = -1.06 / -8.39 eV
2S+1 = 2
frontier orbital gap (spin up / spin down) = 9.796 / 2.345 eV

(7)
Computed, not measured: a molecular structure, AsF6H28O14 at a distorted geometry, with wB97M-V/def2-TZVPD.

Structure (XYZ):
```
49
Properties=species:S:1:pos:R:3
As -0.74832 -0.07030 0.16739
F 0.81169 -0.77973 0.38890
F -0.07716 1.52163 0.49983
F -2.25822 0.75365 -0.04453
F -1.51067 -1.55420 -0.14853
F -1.03732 -0.22173 1.86337
F -0.31444 0.24292 -1.47937
O 3.75105 -1.26289 1.63249
H 2.86802 -1.30769 2.02361
H 3.58732 -0.94144 0.74320
O 2.20497 1.28406 2.09308
H 1.55212 1.51203 1.41699
H 1.77627 1.51718 2.92020
O 1.89351 0.53515 -3.45809
H 2.83038 0.74304 -3.46698
H 1.82134 -0.20819 -2.84856
O 3.80137 0.54971 -0.97562
H 3.85156 1.34799 -1.50715
H 3.25711 0.80558 -0.22010
O -0.96315 4.06242 1.67535
H -1.49534 3.26482 1.60209
H -0.27129 3.92583 1.01551
O 1.25789 3.92364 -0.30957
H 2.20985 3.97575 -0.18983
H 1.03342 4.68399 -0.85470
O -1.96200 -3.25284 -2.70756
H -2.67805 -2.63293 -2.52109
H -1.25443 -2.70918 -3.06373
O -1.71384 0.24722 -3.87868
H -1.82131 -0.12764 -3.00008
H -0.82308 0.61959 -3.86337
O -4.05447 -1.03669 -1.81187
H -3.43578 -0.70768 -1.15212
H -4.35825 -0.24827 -2.26976
O 1.19668 -3.62490 -0.11538
H 1.46751 -3.91618 0.76026
H 0.97778 -2.69692 0.01633
O -3.78811 -0.27239 3.90559
H -2.82826 -0.32857 3.91025
H -3.98254 0.61567 4.21537
O 1.43840 -1.90371 3.31856
H 1.02912 -2.07435 4.16988
H 0.76310 -1.41170 2.83338
O -0.02128 2.54866 -3.04188
H -0.35567 2.57698 -2.14110
H 0.69405 1.89511 -3.00958
O -1.13237 -3.52692 2.35535
H -1.47322 -3.17298 1.52611
H -1.71596 -3.16264 3.02614
```

## Properties
charge = -1
largest force on an atom = 2.0 eV Å⁻¹
E_LUMO = 2.06 eV
frontier orbital gap = 9.935 eV

(8)
Computed, not measured: a molecular structure, AsF6H28O14 at a distorted geometry, with wB97M-V/def2-TZVPD.

Structure (XYZ):
```
49
Properties=species:S:1:pos:R:3
As -0.09390 0.07100 0.66123
F -0.80487 -0.02105 -0.98501
F 1.52923 0.07837 -0.02144
F 0.78782 0.06061 2.27557
F -1.67956 0.12272 1.40475
F -0.26423 -1.75669 0.75301
F -0.21394 1.88120 0.65554
O 3.26770 2.81564 1.48554
H 2.64161 2.37684 0.90960
H 2.82356 2.86155 2.33222
O -2.95902 1.59573 -0.63460
H -2.14392 1.37008 -0.18634
H -3.41695 0.76113 -0.73451
O 2.41852 -2.64253 -1.98555
H 2.45565 -1.69130 -2.08560
H 3.33220 -2.90895 -1.88342
O 0.08103 2.36117 3.84360
H 1.01350 2.54970 3.73785
H -0.19530 2.03012 2.98904
O -1.73940 1.32561 -3.23679
H -1.53697 0.43316 -3.51748
H -1.73028 1.28432 -2.28053
O 1.38003 0.62763 -3.24784
H 0.53214 0.22529 -3.05961
H 1.53799 0.43346 -4.17173
O -0.14617 -3.38917 -1.72632
H -0.36408 -3.14969 -0.82555
H 0.78782 -3.19574 -1.80683
O 2.92740 -3.71704 0.78304
H 2.46587 -2.88289 0.86919
H 3.84754 -3.49859 0.93091
O 4.00577 0.70023 -1.21211
H 3.08290 0.69721 -0.95808
H 4.08457 1.43427 -1.82137
O -1.02626 -1.08666 -3.95500
H -0.78048 -1.79072 -3.35489
H -0.47935 -1.22811 -4.72773
O -3.78565 0.77313 3.27036
H -3.74402 1.10845 2.37478
H -4.31899 -0.01907 3.20546
O -1.96692 -2.39755 2.63357
H -1.52286 -1.92732 1.92793
H -2.45989 -3.08731 2.18924
O -1.85665 -0.51448 4.76065
H -1.63607 -1.13250 4.06379
H -2.43509 0.12293 4.34191
O -0.80051 4.28698 -1.38268
H -0.03844 4.02727 -1.90040
H -0.86302 3.62174 -0.69727
```

## Properties
charge = -1
largest force on an atom = 2.8 eV Å⁻¹
E_LUMO = 1.90 eV
frontier orbital gap = 9.295 eV

DFT total energy (a.u.)
-1363.66956 -1215.46488 -1368.33642 -14206.46215 -3446.69937 -3828.61267 -3905.38246 -3905.35344
Relative energy (zero: lowest compared OMol25 entry of this formula, charge and spin) (kcal/mol)
36.6 4.6 22.9 35.3 28.7 17.8 16.8 35.0